# 1
This record from the Open Molecules 2025 dataset describes a cluster of 5 separate species, C4H16O4 in total. The level of theory is the ωB97M-V functional and the def2-TZVPD basis.

The calculation puts the total energy at -462.90916 Eh. The calculation puts the HOMO-LUMO gap at 0.3459 Eh. Its SMILES is C/C=C/C.O.O.O.O. The calculation puts the strongest force on any atom at 2.0 eV/Å.

The geometry in XYZ format:
```
24
Properties=species:S:1:pos:R:3:forces:R:3
C 2.010729 1.342783 -2.470466 0.334 0.533 0.226
C 3.014238 0.507194 -2.680136 -0.022 -0.212 0.731
C 3.242891 -0.405245 -3.838013 -1.479 0.724 -1.078
C 1.897855 2.273587 -1.289940 -0.383 -0.851 -0.023
H 1.176216 1.458411 -3.146523 -0.054 -0.257 -0.420
H 3.750861 0.482528 -1.875748 0.167 -0.038 -0.245
H 2.313063 -0.663056 -4.375797 -0.183 -0.422 0.887
H 3.600617 0.208927 -4.667687 1.340 -0.310 0.155
H 3.784717 -1.310000 -3.585925 0.315 0.167 -0.311
H 2.661218 2.157078 -0.523326 0.273 -0.119 -0.192
H 0.950912 1.982445 -0.824976 -0.098 0.607 0.193
H 1.881704 3.308058 -1.617968 -0.216 0.172 0.082
H -0.392304 -4.650191 2.541699 -0.640 -0.196 0.138
H -1.438943 -4.497701 1.326354 0.049 -0.180 0.655
O -0.533378 -4.391942 1.632352 0.626 0.446 -0.780
H -2.595317 -0.436989 0.532745 -0.203 -0.218 -0.214
H -3.849074 -1.125676 -0.072266 0.171 0.066 0.116
O -3.215793 -0.414779 -0.215395 0.156 0.105 0.192
H -0.117397 -1.359647 1.935340 -0.053 0.020 -0.031
H -0.518783 0.064892 2.379286 0.095 -0.103 -0.012
O -0.872172 -0.801666 2.152981 -0.203 0.077 -0.052
H -3.971996 2.023752 4.822893 0.381 0.335 0.680
H -3.727111 2.768346 3.621161 0.543 0.694 0.361
O -3.480821 2.824397 4.566889 -0.916 -1.040 -1.059
```
Forces are in eV/Å.

***

# 2
This record from the Open Molecules 2025 dataset describes a cluster of 2 separate species, C7H16O in total. The level of theory is the ωB97M-V functional and the def2-TZVPD basis.

The calculation puts the total energy at -351.49578 Eh. The calculation puts the HOMO-LUMO gap at 0.3716 Eh. Its SMILES is C=CCCCCC.O. The calculation puts the strongest force on any atom at 2.3 eV/Å.

The geometry in XYZ format:
```
24
Properties=species:S:1:pos:R:3:forces:R:3
C 0.744651 -2.208811 1.403643 -0.059 1.466 1.703
C 1.043838 -0.874589 0.682982 0.421 -1.240 -1.189
C 0.112194 -0.784489 -0.543835 0.535 0.091 -0.853
C -1.369826 -0.705608 -0.207640 0.138 1.273 0.139
C -1.657149 0.561444 0.666632 0.016 -0.526 -2.211
C -1.237622 1.841817 -0.039801 0.706 -0.890 0.274
C -1.390841 2.096406 -1.326855 0.280 0.717 -0.440
H 1.584758 -2.542340 2.025259 0.063 -0.207 -0.539
H -0.034885 -2.061009 2.171822 -0.147 -0.209 -0.524
H 0.422052 -2.925684 0.665013 0.088 -0.464 0.053
H 2.047335 -1.013210 0.249410 -0.072 0.277 0.139
H 1.099788 0.049709 1.277048 -0.347 -0.466 0.038
H 0.272416 -1.640159 -1.216187 0.032 -0.408 0.567
H 0.498091 -0.013379 -1.208745 -0.471 0.710 0.280
H -2.022380 -0.572125 -1.081601 0.398 -0.637 -0.029
H -1.594541 -1.636902 0.319491 -0.543 0.244 -0.010
H -2.736871 0.715595 0.650203 -0.133 -0.544 1.258
H -1.129169 0.393826 1.588034 -0.463 0.495 0.778
H -0.689857 2.513659 0.593835 -0.156 0.743 0.097
H -1.714135 1.398063 -2.078257 -0.484 -0.425 0.136
H -1.127261 3.053929 -1.769653 0.192 -0.023 0.329
H 2.975920 1.635069 -1.710125 -0.077 0.034 0.262
H 3.180569 0.994352 -0.330036 -0.253 0.373 -0.238
O 2.722929 1.724438 -0.780642 0.334 -0.384 -0.021
```
Forces are in eV/Å.